DFT (the ωB97M-V functional and the def2-TZVPD basis) results for a cluster of 10 separate species, C48H126N10O14 in total at a distorted geometry.

- DFT total energy: -95371.2070 eV
- HOMO energy: -0.3175 Ha
- Orbital gap: 9.0 eV
- ΔE to the lowest compared entry with this formula, charge and spin: 179.9 kcal per mole

Structure (XYZ):
```
198
Properties=species:S:1:pos:R:3:lowdin_charge:R:1
C 4.46597 5.10165 3.47015 -0.23
H 5.86986 3.32623 2.32042 0.09
H 2.99643 0.67083 -8.03282 0.07
H -0.12251 -1.96817 2.43947 0.12
H -11.50391 1.01738 5.19408 0.09
H 3.41374 -2.23459 3.62264 0.07
N 3.00090 10.14597 -1.53340 0.03
N 3.92897 5.49083 -5.48753 0.01
H 0.73841 2.60665 -8.22199 0.12
H 1.70587 1.53660 -6.28028 0.12
H -2.26288 3.30773 -7.64637 0.08
C -0.16323 7.19475 -1.71160 -0.08
H -5.60846 -7.94994 4.32263 0.08
H 2.35771 -0.42618 5.09376 0.06
C 0.19586 1.84866 -7.65703 -0.20
H 6.09223 4.03367 -9.60370 0.09
C -8.66932 1.33854 1.95787 -0.38
H -4.26923 2.99215 -2.87748 0.12
H -8.17623 0.86878 4.01274 0.12
C 2.13380 -11.97682 4.25392 -0.14
H 3.95760 -0.25315 -1.86535 0.09
C -1.48582 -8.68091 4.98669 -0.20
H -3.48872 -8.54073 5.85016 0.11
C -5.59343 -2.54639 -1.96068 -0.17
O 2.99403 -5.47213 -2.28900 -0.17
C 2.47955 -5.46446 -3.60811 -0.10
C -2.89538 -1.70771 2.55221 -0.09
O 6.82446 -1.22275 5.52758 -0.19
H 2.49339 -0.83621 -7.25514 0.07
C -2.03360 3.89737 2.19416 -0.15
H 3.46694 4.83370 -6.09975 0.06
C -2.90664 -8.02683 5.08518 -0.20
H -0.48086 -0.74882 -0.37214 0.12
H -2.88874 4.19613 2.80043 0.09
H 1.96116 -11.57427 5.25205 0.08
O 2.02329 0.11529 -1.64099 -0.20
H 5.97636 -2.56264 6.87931 0.08
H -5.21724 -3.50384 -1.60030 0.11
H 1.37791 -7.19795 0.83939 0.06
H -0.56678 0.82823 1.35066 0.08
H 6.30652 4.78257 1.37754 0.08
H 7.67262 -2.69296 6.78180 0.08
C -1.36463 3.62926 -7.11923 -0.10
H 0.71369 2.39711 0.54117 0.11
N -7.37174 0.86724 1.44510 0.03
N 0.33341 0.50366 1.02755 -0.06
O -6.51517 -2.07776 -0.92477 -0.22
H 0.94103 -1.53208 0.35756 0.11
C -4.49804 -1.48055 -2.13244 -0.18
O -0.98268 4.75593 2.35483 -0.19
H 5.33504 5.75674 3.53076 0.12
N 3.26275 -0.01455 5.27142 0.04
C 3.03296 -0.81645 -1.73955 -0.14
H 5.55517 0.19360 6.42048 0.12
H 2.63663 -11.18974 3.69199 0.08
C 0.76489 1.44198 0.01847 -0.20
H 3.14211 -1.56796 -0.95762 0.08
C 2.06135 -5.79456 -1.29803 -0.25
H 3.31383 0.55421 4.43836 0.06
H 2.36428 -6.57415 1.94747 0.06
H -0.95218 -8.67515 5.93711 0.11
H 6.89953 5.60114 -7.25116 0.12
H -6.96317 1.37562 0.67391 0.05
H 4.47968 -7.31982 0.64571 0.08
C 2.14832 0.99223 -0.53298 -0.20
C 5.68903 -0.32566 5.47151 -0.20
H 1.32211 -5.00500 -1.16312 0.13
H 1.61591 -4.80690 -3.70735 0.09
C -4.15875 0.82763 -2.86083 -0.24
H -0.46474 1.37403 -8.38259 0.12
H 2.90856 -12.72550 4.41920 0.08
H 5.37960 3.60163 0.63892 0.08
O -10.25466 0.96164 3.64698 -0.19
N -4.99177 -0.34176 -2.93087 -0.06
N 0.38325 -0.14421 -6.12371 0.04
H 7.29989 3.76195 -8.44029 0.08
H 1.83109 4.67025 2.77104 0.10
C -9.73424 1.03421 0.83881 -0.07
H 4.25687 -7.09775 -1.10647 0.07
H -3.12612 -2.57962 1.94014 0.09
H 2.24737 -6.40795 -4.10207 0.09
C 4.36064 -1.01270 5.20592 -0.45
C -6.78642 3.38939 -2.01248 -0.14
H 3.10787 6.62248 3.23289 0.11
C 5.81305 4.10586 -4.75492 -0.05
H 7.06162 -1.28233 7.60568 0.09
H 5.67012 4.31928 -3.69562 0.06
H -0.45210 -12.43810 5.22085 0.12
H 5.91607 0.34666 4.64414 0.12
O 0.95484 -12.49564 3.67064 -0.20
H -7.33215 -3.72374 -0.07020 0.08
C 0.67025 5.73291 3.88354 -0.23
H 3.29844 8.60305 -2.85736 0.13
H 2.75969 1.84483 -0.82861 0.11
H -4.67947 -6.47496 3.98014 0.08
H 4.21421 -1.63902 6.08591 0.12
H -2.80384 -6.96850 5.32492 0.11
H 0.61818 6.69832 3.38018 0.12
C 0.09312 -0.87357 0.54605 -0.19
H 0.04947 1.52899 -0.79927 0.11
C 5.83532 5.38505 -7.15709 -0.19
H 5.20147 -2.49196 3.98585 0.08
C -0.35205 -10.49005 4.15006 -0.25
H -3.70821 0.91359 -1.87203 0.11
O -3.49400 -8.12824 3.77019 -0.20
H 0.07943 -10.12959 3.21625 0.13
H 3.69887 5.15204 -4.56429 0.06
H -1.73529 2.92025 2.57410 0.08
H 5.42705 9.19456 -1.01937 0.07
H -9.98994 0.00458 0.58866 0.07
C 3.17199 5.78302 3.92520 -0.18
O 4.37586 4.70504 2.11501 -0.19
C 6.87272 -1.95266 6.76719 -0.10
C -0.70522 -1.71961 1.55248 -0.21
C -7.67684 -2.89980 -0.69502 -0.10
H -2.50996 -1.94998 3.54260 0.08
C -4.79194 -7.53096 3.73453 -0.11
H -7.54588 3.47928 -2.78916 0.08
C 3.74716 -7.15661 -0.14478 -0.07
H 6.83286 3.86418 -5.05438 0.06
H -6.09539 -2.67997 -2.91895 0.12
O -5.94409 2.26381 -1.90332 -0.22
H -8.47366 -2.46252 -0.09338 0.07
N -1.68790 -10.04779 4.47975 -0.06
H 0.83675 -0.20024 -5.22299 0.06
H 5.08414 7.47671 -1.45833 0.06
H 4.61755 -1.17132 3.05854 0.08
H 1.99611 10.11231 -1.63016 0.05
C 2.77965 -6.01555 -0.01025 -0.45
H 3.22642 -8.10680 -0.26340 0.08
H 0.16116 6.15414 -1.71394 0.08
H 2.67498 0.54260 0.30878 0.12
H 1.62899 -0.33186 -8.67831 0.07
C 4.36660 -1.79458 3.91684 -0.06
H -1.08734 -12.40298 3.53446 0.12
H 5.30205 6.16718 -7.69746 0.12
N 1.86519 -6.35191 1.09799 0.03
H -5.07131 -7.69938 2.69449 0.09
H -3.60652 -1.83419 -2.65035 0.12
H -8.75663 -0.45684 3.12014 0.12
H -9.87803 0.91670 5.65010 0.09
H 3.29913 -5.08716 -4.21969 0.09
H 3.33800 10.63861 -2.34812 0.07
N 1.92115 5.01844 3.71484 -0.07
C 2.20350 7.73186 -1.29025 -0.23
C 1.16260 0.85328 -6.93299 -0.40
H -3.75045 -1.05379 2.72347 0.09
H -7.51593 -0.06087 1.07372 0.05
O 1.01467 7.94667 -1.93786 -0.21
H 3.24335 -5.04490 0.16561 0.14
H 5.65821 6.31909 -5.17500 0.12
H 4.70499 4.31030 4.18060 0.12
C 4.68075 8.40048 -1.04358 -0.05
H -10.72388 -0.59347 4.94135 0.09
H -5.83158 0.00526 -2.48996 0.09
C 2.13810 0.04408 -7.79085 -0.07
H 1.47358 -6.70101 -1.44283 0.13
H -2.05617 -10.65628 5.19683 0.11
O -0.56776 2.52110 -6.67997 -0.20
H 0.73322 5.88248 4.96139 0.12
C 5.51239 4.07382 1.61232 -0.12
O 5.44050 4.11915 -7.60744 -0.19
H -0.60379 7.39122 -0.73415 0.09
H -7.27806 3.40478 -1.03977 0.08
H 2.77875 -1.40032 -2.62419 0.09
H -0.90926 7.23205 -2.50541 0.09
H 0.33925 -10.13500 4.91436 0.09
H -1.38727 5.32807 4.35505 0.12
C -8.94607 0.60334 3.28818 -0.22
C 3.32072 8.72430 -1.77436 -0.38
H 2.43039 6.66988 -1.38417 0.12
C 5.37546 5.38050 -5.65166 -0.37
H -9.50466 1.58613 -0.07266 0.06
H -4.15243 -1.05166 -1.19185 0.11
H 4.42724 8.12677 -0.01941 0.06
H -6.29200 4.35986 -2.05533 0.08
H -0.37167 3.92338 4.09891 0.12
H -3.35295 0.90389 -3.59088 0.12
H -0.94602 -8.06979 4.26334 0.12
H -0.87725 4.39218 -7.72629 0.08
C 6.23846 3.58999 -8.61888 -0.13
H 3.29223 6.07707 4.96788 0.12
C -0.32567 -12.02883 4.21855 -0.16
H -8.21691 -3.17750 -1.60018 0.08
C -0.59350 4.92366 3.72696 -0.20
H -1.78585 4.20919 -6.29804 0.08
O -1.86088 -0.96747 1.91063 -0.22
C -10.58560 0.48772 4.94058 -0.10
H -0.44216 0.39920 -5.91514 0.04
H -2.38789 3.86409 1.16388 0.09
H 5.23187 3.18504 -4.80420 0.06
H -8.72669 2.42673 1.98336 0.13
H 6.30407 2.50280 -8.66146 0.09
H 1.94683 7.77813 -0.23192 0.12
H -0.91929 -2.68146 1.08651 0.12
H -5.52079 2.14064 -3.90742 0.12
H -10.69426 1.41877 1.18314 0.06
C -4.93019 2.13293 -2.99133 -0.16
```

***

DFT (the ωB97M-V functional and the def2-TZVPD basis) results for the molecule C4H6O2 at a distorted geometry.

- DFT total energy: -8338.0470 eV
- HOMO energy: -0.3749 Ha
- Orbital gap: 11.0 eV
- ΔE to the lowest compared entry with this formula, charge and spin: 55.7 kcal per mole

Structure (XYZ):
```
12
Properties=species:S:1:pos:R:3:nbo_charge:R:1
H -0.91211 0.04928 -1.92305 0.24
C 1.04966 0.55865 0.92833 -0.64
O -2.56208 -0.85314 0.45085 -0.49
C -1.44843 -1.03237 0.01692 0.41
H 0.57357 1.29275 1.57828 0.22
H 2.12402 0.76634 0.89465 0.23
H 0.66006 1.59166 -0.97578 0.19
C -0.67450 -0.10877 -0.89744 -0.09
O 0.69841 -0.51310 -1.22553 -0.49
C 0.49796 0.64698 -0.46366 0.08
H 0.90842 -0.44040 1.35240 0.22
H -0.91498 -1.95787 0.26403 0.12
```

***

DFT (the ωB97M-V functional and the def2-TZVPD basis) results for the molecule C5H8O at a distorted geometry.

- DFT total energy: -7359.7039 eV
- HOMO energy: -0.3347 Ha
- Orbital gap: 10.2 eV
- ΔE to the lowest compared entry with this formula, charge and spin: 58.8 kcal per mole

Structure (XYZ):
```
14
Properties=species:S:1:pos:R:3:nbo_charge:R:1
H 0.45413 -0.34341 1.61916 0.22
C -0.23206 -1.12427 -0.33056 -0.38
H -2.13019 -0.46830 0.60093 0.20
C 1.91436 0.48353 0.29379 0.37
H -0.32513 -2.15318 0.05054 0.21
O 2.42113 -0.47539 -0.23460 -0.52
H -0.81778 1.69512 0.86598 0.21
H -0.20165 1.47330 -0.79846 0.20
C 0.49164 -0.02881 0.57850 -0.28
H 0.15755 -1.17053 -1.35333 0.21
C -0.55001 0.95920 0.11538 -0.41
H -2.09792 -0.10124 -1.14280 0.21
H 2.39929 1.46288 -0.02088 0.16
C -1.48337 -0.20891 -0.24365 -0.40
```